# C41H42P2STi

A molecular structure, C41H42P2STi in a non-equilibrium geometry (ωB97M-V/def2-TZVPD, the OMol25 dataset).

```
87
Properties=species:S:1:pos:R:3:forces:R:3:lowdin_charge:R:1
Ti 0.236036 -0.792467 1.143023 0.907 0.090 3.202 0.520
C -1.568190 0.697761 -3.160160 -0.685 -0.040 -0.272 -0.074
C -1.649970 -0.627245 -3.021120 -1.058 -0.043 -0.838 -0.151
C -1.171786 -1.574042 -4.094919 -0.191 -0.218 0.040 -0.168
C 0.163400 -1.217331 -4.758130 0.291 -0.404 -0.565 -0.180
C 1.179910 -0.506702 -3.908247 0.612 0.511 -0.486 -0.113
C 1.274166 0.833987 -3.856536 0.476 -0.635 -0.725 -0.108
C 0.316956 1.759846 -4.524570 -0.305 0.377 -0.099 -0.170
C -1.147901 1.329525 -4.461844 -0.262 0.247 -0.152 -0.173
C 1.840271 -0.249051 2.691866 1.262 1.117 0.286 -0.117
H -1.971654 1.388469 -2.412894 0.124 -0.435 -0.286 0.090
H -2.300913 -1.108585 -2.274056 0.605 0.643 -0.279 0.062
H -1.919592 -1.616501 -4.903916 0.033 -0.187 0.327 0.132
H -1.087640 -2.588175 -3.681372 -0.157 0.126 -0.028 0.104
H 0.627274 -2.148965 -5.110382 -0.108 0.132 0.151 0.121
H -0.024914 -0.664871 -5.690996 0.208 0.015 0.453 0.115
H 1.971893 -1.152567 -3.498130 -0.200 0.428 -0.009 0.119
H 2.159108 1.347867 -3.489589 -0.197 -0.460 0.273 0.074
H 0.567066 1.876549 -5.581433 0.275 0.008 -0.059 0.130
H 0.414349 2.760896 -4.097636 0.070 -0.045 0.100 0.113
H -1.764884 2.220471 -4.611400 0.046 -0.011 0.091 0.122
H -1.391554 0.696148 -5.327193 0.014 0.047 0.499 0.110
H 1.697832 0.725233 3.179412 0.089 -0.462 -0.134 0.021
H 2.900495 -0.537321 2.663882 -0.379 0.213 -0.246 0.036
H 1.305695 -1.009642 3.315450 -0.240 0.221 -0.785 0.049
P -1.917008 -0.622959 0.265983 -0.125 -0.018 -2.098 0.951
P 2.181204 0.327126 0.277245 0.563 -2.041 -1.008 1.091
C -0.408084 -1.058995 -0.681197 -0.411 0.387 -0.123 -0.438
C 0.826108 -0.271530 -0.792007 -0.725 0.016 2.083 -0.300
C -2.859446 -2.161482 0.356458 0.480 -0.484 0.532 -0.348
C -2.936838 -3.133156 -0.661359 -0.110 0.145 0.094 -0.069
C -3.589485 -4.341490 -0.410455 0.107 0.023 0.099 -0.046
C -4.091209 -4.615864 0.867116 0.123 0.321 0.156 -0.037
C -3.951665 -3.678089 1.902106 -0.047 -0.241 -0.191 -0.048
C -3.334060 -2.458978 1.650814 0.063 0.011 -0.249 -0.091
C -2.909384 0.791152 -0.180302 -0.183 1.075 -0.135 -0.370
C -2.320276 2.080435 -0.144787 -0.320 -0.079 0.235 -0.125
C -3.097076 3.216597 -0.371169 -0.298 -0.108 -0.175 -0.056
C -4.468306 3.084883 -0.648181 0.063 -0.535 0.288 -0.036
C -5.051288 1.806625 -0.690235 0.127 0.271 -0.025 -0.046
C -4.278639 0.660917 -0.494125 0.504 0.031 0.353 -0.056
C 3.644088 -0.792618 0.243155 0.306 0.325 0.004 -0.336
C 3.433583 -2.143286 0.579701 0.041 0.105 0.295 -0.115
C 4.482286 -2.966929 0.975306 0.061 0.067 -0.232 -0.047
C 5.795796 -2.482034 0.948155 -0.242 0.475 0.045 -0.028
C 6.031917 -1.152332 0.574884 0.041 -0.350 -0.049 -0.038
C 4.970809 -0.311995 0.222777 -0.274 -0.116 0.143 -0.054
C 2.691071 2.011356 -0.171659 -0.296 0.891 0.782 -0.321
C 2.463203 3.038910 0.764503 0.034 -0.165 -0.106 -0.070
C 2.815525 4.358515 0.468330 0.011 -0.280 -0.118 -0.043
C 3.306666 4.697417 -0.796977 -0.339 -0.329 0.357 -0.031
C 3.437410 3.700719 -1.765454 0.109 0.110 0.076 -0.044
C 3.211339 2.367424 -1.432264 0.004 -0.712 -0.199 -0.090
H -0.390688 -2.088894 -1.028812 0.067 -0.241 -0.200 0.099
H 1.214012 -0.224687 -1.792309 0.423 0.332 -0.830 0.043
H -2.472027 -2.967431 -1.637025 -0.306 -0.026 0.298 0.092
H -3.676818 -5.089595 -1.206396 0.055 0.345 0.356 0.124
H -4.557655 -5.578550 1.072904 0.066 0.261 -0.086 0.121
H -4.296737 -3.907180 2.912048 0.047 0.034 -0.360 0.121
H -3.170000 -1.733930 2.451360 -0.222 -0.180 -0.155 0.097
H -1.256658 2.210189 0.070679 -0.294 -0.157 0.060 0.096
H -2.658003 4.218999 -0.306658 -0.092 -0.514 -0.078 0.120
H -5.099236 3.969484 -0.780709 0.312 -0.349 0.025 0.121
H -6.129573 1.702104 -0.835334 0.421 0.044 -0.123 0.121
H -4.731301 -0.329873 -0.546532 0.039 0.271 0.080 0.115
H 2.423996 -2.556499 0.603925 0.024 0.049 -0.049 0.096
H 4.288379 -3.982818 1.323032 0.007 0.274 -0.263 0.123
H 6.619934 -3.130103 1.250784 -0.235 0.248 -0.101 0.126
H 7.058479 -0.774685 0.584837 -0.441 -0.058 -0.104 0.125
H 5.178077 0.719554 -0.044985 -0.059 -0.064 0.112 0.109
H 2.018421 2.784454 1.727168 0.122 0.228 -0.140 0.104
H 2.687006 5.120159 1.228032 0.006 -0.036 -0.072 0.119
H 3.570696 5.731099 -1.017134 -0.139 -0.273 -0.014 0.125
H 3.717081 3.984974 -2.786057 0.122 -0.325 0.463 0.128
H 3.442803 1.594157 -2.168914 -0.092 0.264 0.317 0.103
S -0.946779 0.579320 2.744941 -1.540 -0.089 -0.388 0.672
C -0.890521 0.270709 4.480567 0.619 0.045 0.768 -0.630
C -0.972396 -1.039046 4.979361 0.703 0.490 0.353 -0.132
C -0.687049 -1.280989 6.328156 -0.204 0.531 0.198 -0.068
C -0.444487 -0.208608 7.205267 0.038 -0.048 -0.343 -0.059
C -0.491272 1.114950 6.726686 -0.304 -0.545 0.306 -0.063
C -0.757892 1.346636 5.383029 0.309 -0.244 -0.360 -0.108
H -1.232262 -1.845691 4.310673 0.138 -0.222 -0.092 0.086
H -0.658033 -2.303600 6.699724 -0.147 0.226 -0.042 0.111
H -0.244725 -0.404364 8.265284 -0.029 0.088 -0.521 0.116
H -0.333703 1.950040 7.419683 -0.148 -0.359 -0.367 0.119
H -0.854757 2.356049 4.997293 0.236 -0.028 0.061 0.104
```
Forces are in eV/Å.

ΔE to the lowest compared entry with this formula, charge and spin: 25.94 kJ/mol
Highest occupied orbital energy (alpha / beta): -12.7 / -12.7 eV
Charge: +2